C39H52BrF7O7P3 | ωB97M-V with the def2-TZVPD basis set

The geometry in XYZ format:
```
109
Properties=species:S:1:pos:R:3:forces:R:3
Br -4.171 1.418 3.785 -0.3 -0.1 0.2
P -0.678 5.432 1.333 0.0 0.2 0.5
P -2.582 5.326 0.287 0.0 -0.1 0.1
P 1.554 2.501 -0.638 0.1 0.0 0.1
F 1.354 1.837 -3.433 -0.1 0.0 0.1
F -0.340 1.258 -2.219 0.2 0.2 -0.1
F 3.493 -2.319 -2.915 0.1 -0.1 0.0
F -2.473 -3.165 0.094 -0.1 -0.1 -0.1
F -0.112 3.316 -2.852 0.0 -0.1 0.0
F -1.806 -6.251 -5.650 0.0 0.0 -0.1
F 1.828 -0.987 4.657 0.0 0.0 0.0
O -2.711 3.862 -0.345 -0.1 0.1 0.0
O 0.097 3.387 -0.184 0.2 0.0 -0.2
O 2.946 1.624 -1.123 -0.3 0.0 0.0
O 1.569 -1.148 0.223 -0.1 0.1 -0.3
O -3.730 5.711 1.123 -0.2 0.0 0.0
O 2.060 2.656 1.060 0.3 -0.1 -0.2
O -2.431 6.309 -0.984 -0.1 -0.1 -0.2
C -4.297 -8.366 -4.130 0.0 0.0 0.0
C 2.521 4.071 -1.113 0.1 0.1 0.0
C -1.994 3.035 2.797 0.0 -0.3 0.0
C 4.594 5.465 1.561 0.0 0.0 -0.1
C 0.093 -2.469 1.507 0.2 0.1 -0.2
C -0.298 -0.041 8.027 0.0 0.0 0.0
C -1.752 -8.562 -5.237 0.0 0.0 0.0
C -2.417 -7.354 -5.172 0.0 0.0 0.0
C -0.015 3.687 1.176 -0.1 -0.1 -0.5
C 2.353 -2.996 -3.162 0.0 0.1 0.0
C -5.076 -0.775 -0.612 0.1 0.1 0.1
C 4.400 5.454 0.036 0.1 0.0 0.0
C 2.625 4.393 -2.606 0.1 0.2 0.1
C 1.080 0.125 8.001 0.0 0.0 0.0
C -4.447 -1.946 -0.216 -0.1 0.0 0.1
C 3.963 4.095 -0.544 0.1 0.0 -0.2
C -0.244 -0.829 5.752 -0.1 -0.1 -0.1
C 0.598 2.254 -2.373 0.0 0.1 0.0
C -4.327 0.286 -1.103 0.1 -0.1 0.1
C 0.025 -4.356 -3.678 0.1 0.0 0.1
C 0.398 -3.286 -4.479 0.0 0.0 0.0
C -2.319 1.980 3.864 0.4 0.2 -0.3
C 2.868 0.231 -1.276 0.0 0.0 0.0
C -2.300 -0.987 -0.798 0.1 -0.1 0.0
C 1.571 -2.591 -4.223 0.0 0.0 -0.1
C 1.806 -0.189 6.861 0.0 0.0 0.0
C 1.433 3.717 1.691 0.0 0.1 0.2
C 1.126 -0.665 5.758 0.0 0.0 0.1
C -0.956 -0.516 6.900 0.0 0.0 0.0
C -0.820 2.597 1.916 0.0 0.0 0.2
C -2.386 -9.689 -4.735 0.0 0.0 0.0
C -3.678 -7.228 -4.626 0.0 0.0 0.0
C -3.656 -9.595 -4.183 0.0 0.0 0.0
C 1.531 -2.057 1.286 0.0 -0.1 0.3
C -2.943 0.178 -1.196 -0.1 0.1 0.0
C 2.011 -4.055 -2.345 0.0 0.0 0.0
C 0.831 -4.734 -2.612 0.0 0.0 0.0
C 2.847 -0.559 0.027 -0.1 -0.2 0.1
C -3.074 -2.024 -0.320 0.0 0.1 0.0
H 2.147 -2.940 1.057 0.1 0.0 0.0
H 3.592 -1.365 -0.012 0.1 0.0 0.0
H -1.222 -1.080 -0.837 0.0 0.0 0.0
H 4.071 4.631 2.023 -0.1 0.0 0.1
H -4.143 -10.478 -3.792 0.0 0.0 0.0
H 3.746 -0.059 -1.850 0.1 0.0 -0.1
H -4.152 -6.256 -4.588 0.0 0.0 0.0
H 2.654 -4.324 -1.518 0.0 0.0 0.0
H 1.978 4.904 -0.666 -0.1 0.0 0.1
H -2.871 3.166 2.172 -0.1 0.2 0.0
H 1.597 0.503 8.873 0.0 0.0 0.0
H -3.230 3.862 -1.158 0.1 -0.1 0.0
H 5.348 5.743 -0.422 0.0 0.1 0.0
H 1.892 4.691 1.467 0.1 0.0 -0.1
H -0.737 -1.193 4.860 0.0 0.0 0.0
H 0.056 5.964 0.257 -0.1 -0.1 -0.2
H 3.691 6.228 -0.263 -0.1 0.0 0.0
H -2.031 -0.640 6.908 0.0 0.0 0.0
H -3.318 6.644 -1.183 0.1 0.2 0.0
H -5.002 -2.778 0.196 0.0 0.0 0.0
H -0.108 2.036 2.525 0.1 -0.1 0.0
H 4.113 3.309 0.187 0.0 0.0 0.2
H 3.012 3.538 -3.155 0.0 -0.1 -0.1
H -4.818 1.208 -1.385 0.0 0.0 0.0
H -2.346 1.008 -1.553 -0.1 -0.1 0.0
H -1.736 1.078 3.715 0.0 -0.1 0.0
H -6.148 -0.685 -0.494 0.0 0.0 -0.1
H 3.085 0.103 0.864 0.0 0.1 0.1
H -1.799 3.981 3.301 0.0 0.1 0.0
H -1.185 1.902 1.162 0.0 0.0 -0.1
H -0.859 0.207 8.918 0.0 0.0 0.0
H -5.286 -8.287 -3.698 0.0 0.0 0.0
H 1.689 4.725 -3.040 -0.1 -0.1 -0.1
H 4.241 6.389 2.017 0.0 0.1 0.1
H -0.762 -8.606 -5.670 0.0 0.0 0.0
H -2.131 2.346 4.867 -0.1 0.0 0.1
H 4.628 3.857 -1.375 0.0 -0.2 0.0
H -0.296 -2.957 0.616 0.0 -0.1 0.1
H 2.880 -0.072 6.819 0.0 0.0 0.0
H 0.533 -5.557 -1.975 0.0 0.0 0.0
H 1.874 -1.741 -4.818 0.0 0.0 0.0
H 3.347 5.204 -2.736 0.0 0.1 0.0
H -0.509 -1.579 1.685 -0.1 0.0 0.1
H -1.880 -10.645 -4.773 0.0 0.0 0.0
H 0.911 1.297 -0.282 0.0 -0.1 0.1
H 1.994 -0.082 -1.856 -0.1 0.0 0.0
H 0.003 -3.146 2.355 0.0 -0.1 0.1
H 5.647 5.355 1.818 0.1 0.0 0.0
H 1.941 -1.607 2.198 0.1 0.1 0.0
H -0.234 -2.981 -5.302 0.0 0.0 0.0
H -0.898 -4.880 -3.871 0.0 0.0 0.0
H 1.487 3.593 2.777 -0.1 0.0 0.1
```
Positions in Å, forces in eV/Å.

Calculated values
Multiplicity: 1
Energy (eV): -172554.347
HOMO level (eV): -5.4467
Charge: -1



C39H52CrN7O2PS5Si | ωB97M-V with the def2-TZVPD basis set

The geometry in XYZ format:
```
108
Properties=species:S:1:pos:R:3:forces:R:3
Cr 0.062 0.010 0.649 -0.2 0.2 -0.1
S -5.211 1.630 -1.506 0.0 0.1 0.0
S -6.646 1.005 2.520 0.0 0.0 0.0
S -7.769 1.340 -0.247 0.0 0.0 0.0
S -3.589 1.346 0.948 -0.1 0.1 0.2
S -7.645 1.698 -3.206 0.0 0.1 0.0
P 0.102 -1.022 -1.737 0.0 0.1 0.3
Si 2.557 0.397 1.443 0.0 0.0 -0.1
O 0.079 -1.987 3.880 -0.1 -0.1 0.4
O 0.429 -1.622 1.803 0.1 0.0 0.1
N 0.041 -1.244 2.941 0.1 0.2 -0.4
N -2.476 -1.800 1.806 0.2 -0.3 0.1
N -0.699 1.905 0.259 0.0 0.1 -0.2
N -1.339 2.591 2.894 -0.2 0.1 0.1
N -0.389 0.031 2.919 0.0 0.0 0.1
N -0.754 0.006 5.285 -0.1 0.1 0.0
N -1.229 1.848 4.066 -0.2 0.3 -0.1
C 4.264 -3.341 0.571 0.0 0.0 0.0
C -0.554 4.882 -1.974 0.0 0.0 0.0
C 0.840 3.804 0.168 0.0 0.0 0.0
C 0.563 5.539 -1.476 0.0 0.0 0.0
C -3.888 -3.715 2.875 0.0 0.0 -0.1
C 1.183 -0.413 -4.362 0.0 0.0 0.0
C 4.604 -1.242 2.347 0.1 0.0 0.0
C 2.748 -0.604 -2.417 0.1 0.1 0.0
C -6.933 1.581 -1.737 0.0 -0.1 0.0
C 4.983 4.285 0.520 0.0 0.0 0.0
C 1.007 -5.538 -1.361 0.0 0.0 0.0
C -0.974 3.685 -1.411 0.0 0.1 0.0
C -0.260 3.143 -0.353 0.0 -0.1 0.0
C -2.592 -1.472 -1.383 0.0 0.0 0.0
C -1.618 -1.046 -2.487 0.0 0.0 -0.1
C 1.222 1.332 -2.598 0.0 0.0 0.0
C -6.371 1.283 0.812 -0.1 0.0 0.0
C 3.871 2.322 -0.315 0.1 -0.1 0.0
C 3.498 1.946 0.979 0.1 0.0 0.1
C 0.521 -2.793 -1.621 -0.1 -0.1 0.0
C 5.442 -2.346 2.412 0.0 0.0 0.0
C 3.433 -2.231 0.505 -0.1 -0.1 0.0
C -5.165 1.418 0.227 0.2 0.0 0.0
C 5.273 -3.397 1.521 0.0 0.0 0.0
C -1.715 -2.057 -3.636 0.0 0.0 0.0
C -6.121 -0.723 2.621 0.0 -0.1 0.0
C 1.253 5.002 -0.399 0.0 0.0 0.0
C -3.084 -2.658 2.270 -0.1 0.1 0.0
C -2.036 0.348 -2.960 0.0 0.0 0.0
C 4.625 3.933 1.814 0.0 0.0 0.0
C 1.342 -0.175 -2.855 0.1 0.0 0.0
C 0.282 -4.865 -0.391 0.0 0.0 0.0
C 0.041 -3.504 -0.520 0.0 0.0 0.0
C 3.591 -1.162 1.385 0.0 0.0 0.0
C -0.793 0.594 4.095 0.3 -0.3 -0.3
C 1.478 -4.847 -2.470 0.0 0.0 0.0
C 4.604 3.476 -0.543 0.0 0.0 0.0
C 3.889 2.776 2.038 -0.1 0.0 0.0
C 1.230 -3.489 -2.601 0.0 0.0 0.0
H 2.640 -2.226 -0.234 0.0 0.0 0.1
H -1.961 1.083 -2.156 0.0 0.0 0.0
H -5.085 -0.802 2.293 0.0 0.0 0.0
H -0.093 -5.395 0.475 0.0 0.0 0.0
H 1.952 0.175 -4.870 0.0 0.0 0.0
H -3.088 0.309 -3.249 0.0 0.0 0.0
H -3.279 -4.302 3.560 0.0 0.0 0.0
H 2.919 -0.407 -1.356 0.0 0.0 -0.1
H -3.590 -1.550 -1.824 0.0 0.0 0.0
H -2.707 -1.964 -4.086 0.0 0.0 0.0
H -2.342 -2.445 -0.961 0.0 0.0 0.0
H 0.220 -0.078 -4.740 0.0 0.0 0.0
H -1.686 1.733 -0.017 0.0 0.0 -0.1
H 2.007 1.847 -3.160 0.0 0.0 0.0
H -1.867 3.193 -1.778 0.0 0.0 0.0
H 0.885 6.473 -1.917 0.0 0.0 0.0
H -2.664 -0.736 -0.578 0.0 0.0 0.0
H -4.283 -4.368 2.099 0.0 0.0 0.0
H -1.113 5.308 -2.798 0.0 0.0 0.0
H -2.301 2.562 2.516 -0.1 0.0 0.2
H 4.115 -4.163 -0.119 0.0 0.0 0.0
H -0.523 -3.002 0.254 0.0 0.0 0.0
H -0.471 -0.952 5.371 0.1 -0.2 -0.1
H -4.720 -3.268 3.417 0.0 0.0 0.0
H -0.980 -1.894 -4.423 0.0 0.0 0.0
H 6.225 -2.384 3.158 0.0 0.0 0.0
H 3.614 2.521 3.056 0.0 0.0 0.0
H 2.252 0.592 2.890 -0.1 0.0 0.0
H -6.766 -1.360 2.017 0.0 0.0 0.0
H -1.049 3.543 3.079 0.0 0.0 0.0
H 1.203 -6.598 -1.259 0.0 0.0 0.0
H -0.827 2.126 1.261 0.2 0.0 0.0
H 1.388 3.379 1.001 -0.1 0.0 0.0
H 1.595 -2.984 -3.482 0.0 0.0 0.0
H 1.361 1.577 -1.544 0.0 0.0 0.0
H -1.059 0.509 6.101 0.0 0.0 0.0
H 4.919 4.555 2.649 0.0 0.0 0.0
H 1.322 -1.450 -4.662 0.0 0.0 0.0
H 0.267 1.744 -2.917 0.0 0.0 0.0
H 4.750 -0.432 3.057 0.0 0.0 0.0
H -1.655 2.205 4.908 -0.1 0.0 0.0
H 2.121 5.509 0.005 0.0 0.0 0.0
H 5.557 5.185 0.342 0.0 0.0 0.0
H -6.206 -1.020 3.668 0.0 0.0 0.0
H 4.880 3.745 -1.555 0.0 0.0 0.0
H 3.478 -0.017 -2.982 0.0 0.0 0.0
H -1.607 -3.079 -3.274 0.0 0.0 0.0
H 2.033 -5.365 -3.240 0.0 0.0 0.0
H 2.961 -1.656 -2.592 0.0 0.0 0.0
H 5.925 -4.261 1.571 0.0 0.0 0.0
H -1.469 0.704 -3.819 0.0 0.0 0.0
H 3.593 1.716 -1.166 0.0 0.0 0.0
```
Positions in Å, forces in eV/Å.

Calculated values
Multiplicity: 4
Energy (eV): -155568.514
⟨S²⟩: 4.211
HOMO level (spin up / spin down) (eV): -8.7438 / -8.7468
Charge: +1



Among the records above, which one has the lowest multiplicity? C39H52BrF7O7P3